Run 1
Molecular formula: C4H7FO
Method: DFT, ωB97M-V with the def2-TZVPD basis set

Computed properties:
SMILES   C[C@H]1OC[C@@H]1F
Kohn-Sham gap   10.984 eV

ORCA input file:
```
! wB97M-V def2-TZVPD RIJCOSX def2/J DEFGRID3
* xyz 0 1
C -1.87489 -0.49288 0.09591
C -0.46276 -0.15895 -0.42987
O -0.12981 1.33664 -0.32328
C 1.25192 1.12246 0.04465
C 0.98828 -0.31293 0.33010
F 1.76243 -1.22024 -0.35699
H -1.60350 -0.47795 1.12803
H -2.49114 0.18098 -0.40078
H -1.97032 -1.60430 -0.23947
H -0.26443 -0.39472 -1.43691
H 1.98124 1.25420 -0.77821
H 1.85923 1.64008 0.95171
H 0.95374 -0.87241 1.41512
*
```

Run 2
Molecular formula: C4H7FO
Method: DFT, ωB97M-V with the def2-TZVPD basis set

Computed properties:
Kohn-Sham gap (spin up / spin down)   8.714 / 8.715 eV

ORCA input file:
```
! wB97M-V def2-TZVPD RIJCOSX def2/J DEFGRID3
* xyz 0 1
C 1.27378 0.42022 0.77093
C -0.58166 -1.26287 0.54787
C -0.59271 1.30430 -1.02831
C 0.49829 -0.51952 -0.07469
O 2.41213 0.74876 0.50002
F 1.13811 -1.03680 -1.11408
H 0.63897 0.88574 1.51873
H -1.34550 -1.35728 -0.12461
H -1.17322 -0.82381 1.37796
H -0.31633 -2.21688 1.11492
H -0.36148 0.84280 -2.01359
H -1.59337 0.88524 -0.69372
H 0.00298 2.13012 -0.78142
*
```

Run 3
Molecular formula: C4H7FO
Method: DFT, ωB97M-V with the def2-TZVPD basis set

Computed properties:
SMILES   C/C(F)=C/CO
Kohn-Sham gap   10.701 eV

ORCA input file:
```
! wB97M-V def2-TZVPD RIJCOSX def2/J DEFGRID3
* xyz 0 1
C 2.30218 -0.62268 0.24074
C 0.94256 -0.05710 -0.06341
F 0.96083 1.33283 0.03330
C -0.18799 -0.66636 -0.42483
C -1.54627 0.10115 -0.50132
O -2.53260 -0.20844 0.52463
H 2.48189 -0.77855 1.33162
H 3.06771 0.08792 -0.13050
H 2.66811 -1.52379 -0.36579
H -0.21283 -1.76975 -0.54930
H -1.17108 1.15471 -0.32077
H -2.10087 0.04163 -1.33973
H -2.18242 -0.07028 1.37063
*
```

Run 4
Molecular formula: C4H7FO
Method: DFT, ωB97M-V with the def2-TZVPD basis set

Computed properties:
SMILES   O=CC1CC1.F
Kohn-Sham gap   11.209 eV

ORCA input file:
```
! wB97M-V def2-TZVPD RIJCOSX def2/J DEFGRID3
* xyz 0 1
O -1.83365 1.01542 -0.90723
C -0.88571 0.85665 -0.20025
C 0.12671 -0.11861 -0.29010
C 1.50897 0.28159 0.27981
C 0.68007 -0.58616 1.11249
H -0.79972 1.49703 0.72290
H -0.04379 -0.80135 -1.05785
H 1.80696 1.24646 0.69592
H 2.32963 -0.10093 -0.22744
H 0.96287 -1.58369 1.29658
H 0.20679 -0.00932 1.86985
F -1.87609 -1.23423 -1.56355
H -2.18304 -0.46286 -1.73114
*
```

Quick ranking, most stable first: run 3, run 4, run 1, run 2.

Run 1
Molecular formula: C3H10P2
Method: DFT, ωB97M-V with the def2-TZVPD basis set

Computed properties:
SMILES   C=P(C)(C)P
Kohn-Sham gap   8.315 eV

ORCA input file:
```
! wB97M-V def2-TZVPD RIJCOSX def2/J DEFGRID3
* xyz 0 1
C -0.97407 -1.37726 0.99270
P -0.03967 -0.20536 0.08890
C 1.11833 0.45087 1.33105
C -1.11324 1.22669 -0.56246
P 1.43880 -0.67114 -1.59131
H -1.61660 -1.80056 0.09925
H -0.19056 -1.95713 1.37539
H 2.08271 0.74628 0.91171
H 0.71040 1.33256 1.78967
H 1.27178 -0.30158 2.09043
H -0.71480 1.93847 -1.40958
H -2.05463 0.64550 -0.97230
H -1.31464 1.63490 0.38197
H 0.59047 0.17553 -2.53010
H 0.80573 -1.83777 -1.99534
*
```

Run 2
Molecular formula: C3H10P2
Method: DFT, ωB97M-V with the def2-TZVPD basis set

Computed properties:
Kohn-Sham gap (spin up / spin down)   7.714 / 7.708 eV

ORCA input file:
```
! wB97M-V def2-TZVPD RIJCOSX def2/J DEFGRID3
* xyz 0 1
C 1.40555 -0.63186 0.99926
C -0.61917 2.43802 -0.91009
C 0.89658 -1.00046 -0.45244
P -1.79969 -0.65038 0.79161
P -0.77282 -0.38846 -1.08662
H 2.46797 -0.82724 1.12431
H 1.03405 0.31630 1.31422
H 1.02894 -1.44391 1.60472
H -1.41006 2.63162 -0.24622
H -0.78500 2.64192 -1.92520
H 0.44355 2.40784 -0.71482
H 0.85732 -2.01617 -0.83947
H 1.59624 -0.43999 -1.16989
H -3.04637 -1.14971 0.43373
H -1.29707 -1.88753 1.07691
*
```

Quick ranking, most stable first: run 1, run 2.

Run 1
Molecular formula: C2H4N4O2
Method: DFT, ωB97M-V with the def2-TZVPD basis set

Computed properties:
SMILES   [H]/N=c1/nc(O)n(N)o1
Kohn-Sham gap   8.920 eV

ORCA input file:
```
! wB97M-V def2-TZVPD RIJCOSX def2/J DEFGRID3
* xyz 0 1
H 0.09661 2.10934 -2.75291
N -0.31828 2.28883 -1.75763
C -0.05342 1.51020 -0.77146
N -0.69984 1.25485 0.33447
C -0.60766 -0.06092 0.59331
O -1.00263 -0.68834 1.57649
N 0.29591 -0.70610 -0.19742
N 1.12365 -1.72269 0.44003
O 0.87099 0.35356 -1.09478
H -1.65287 -0.02736 2.15772
H 0.57396 -2.63991 0.14295
H 1.37358 -1.67146 1.32921
*
```

Run 2
Molecular formula: C2H4N4O2
Method: DFT, ωB97M-V with the def2-TZVPD basis set

Computed properties:
SMILES   NC(=O)/N=N\C(N)=O
Kohn-Sham gap   8.790 eV

ORCA input file:
```
! wB97M-V def2-TZVPD RIJCOSX def2/J DEFGRID3
* xyz 0 1
N -0.99049 -0.89030 2.07663
C -1.00894 -0.51834 0.76992
O -1.61205 0.42491 0.26264
N -0.17036 -1.47831 -0.02850
N 0.56225 -0.96297 -0.91164
C 0.92286 0.46081 -0.77054
N 0.89010 1.06152 -1.98585
O 1.29689 0.91863 0.29476
H -0.17327 -1.43637 2.33783
H -1.31133 -0.16065 2.71902
H 0.93544 2.06657 -1.98162
H 0.65890 0.51448 -2.78265
*
```

Run 3
Molecular formula: C2H4N4O2
Method: DFT, ωB97M-V with the def2-TZVPD basis set

Computed properties:
Kohn-Sham gap   8.130 eV

ORCA input file:
```
! wB97M-V def2-TZVPD RIJCOSX def2/J DEFGRID3
* xyz 0 1
C -1.22865 -0.67217 0.58152
C 0.39278 -0.35822 -0.69695
H 1.68795 1.95003 -1.19623
H 1.43727 2.27175 1.13373
H -2.43146 -1.00578 2.03134
H 1.45787 -1.64711 -1.88827
N 0.75666 1.86493 -0.05986
N 0.27125 0.60380 0.05180
N -0.86711 0.54976 0.85131
N 1.27832 -0.74856 -1.58256
O -1.99307 -1.54813 1.21867
O -0.76180 -1.26030 -0.44449
*
```

Quick ranking, most stable first: run 2, run 1, run 3.

Run 1
Molecular formula: C2H4N4O2
Method: DFT, ωB97M-V with the def2-TZVPD basis set

Computed properties:
SMILES   Cn1nnc(=O)n1O
Kohn-Sham gap   9.528 eV

ORCA input file:
```
! wB97M-V def2-TZVPD RIJCOSX def2/J DEFGRID3
* xyz 0 1
C 0.42965 0.84222 -1.61150
N -0.37700 0.49409 -0.30380
N -1.58980 0.78394 0.11180
N -1.70696 0.19882 1.33086
C -0.58912 -0.67500 1.54038
O -0.65503 -1.56551 2.48260
N 0.25670 -0.27230 0.63323
O 1.28558 -1.12195 0.15435
H 1.30231 0.03967 -1.85055
H -0.39631 1.14779 -2.37006
H 0.77951 1.83424 -1.32114
H 1.26046 -1.70602 1.20384
*
```

Run 2
Molecular formula: C2H4N4O2
Method: DFT, ωB97M-V with the def2-TZVPD basis set

Computed properties:
SMILES   [H]/N=[N+](\[O-])[C@H]1CON=N1
Kohn-Sham gap   10.289 eV

ORCA input file:
```
! wB97M-V def2-TZVPD RIJCOSX def2/J DEFGRID3
* xyz 0 1
H 2.14527 2.36659 -0.28453
N 1.14496 2.13376 -0.03497
N 0.93635 1.01060 -0.48981
O 1.54678 0.15891 -1.10226
C -0.57617 0.29710 0.24448
C -0.79458 -1.09581 -0.40875
O -0.53580 -1.98419 0.68633
N -0.31447 -1.23241 1.79790
N -0.39454 -0.04708 1.57248
H -1.48895 0.92056 0.07770
H -1.66800 -1.24594 -1.00610
H -0.00086 -1.28210 -1.05245
*
```

Quick ranking, most stable first: run 2, run 1.

Run 1
Molecular formula: C7H14N4
Method: DFT, ωB97M-V with the def2-TZVPD basis set

Computed properties:
SMILES   CCC(C)(C)/N=C(/N)NC#N
Kohn-Sham gap   9.733 eV

ORCA input file:
```
! wB97M-V def2-TZVPD RIJCOSX def2/J DEFGRID3
* xyz 0 1
C 1.30729 0.95412 -1.85254
C 0.87279 1.10932 -0.39990
C 0.70135 -0.17334 0.46643
C 0.36728 0.15033 1.92884
C 1.92182 -1.06549 0.51016
N -0.28990 -1.12284 -0.18602
C -1.56251 -0.91961 -0.23812
N -2.38697 -1.88420 -0.72114
N -2.34627 0.10218 0.31201
C -2.00985 1.43631 0.32440
N -2.01920 2.56813 0.11782
H 0.60732 0.45181 -2.52894
H 2.23647 0.40980 -1.92026
H 1.54385 1.90660 -2.22463
H 1.59879 1.79507 0.07206
H -0.01459 1.68310 -0.36251
H -0.34629 0.94349 1.97831
H 0.06857 -0.69407 2.58092
H 1.25458 0.64923 2.36459
H 1.82322 -1.88654 1.17687
H 2.09747 -1.47057 -0.53566
H 2.83394 -0.50019 0.76417
H -1.90812 -2.70180 -1.04592
H -3.12215 -1.56133 -1.32377
H -3.22887 -0.17950 0.74284
*
```

Run 2
Molecular formula: C7H14N4
Method: DFT, ωB97M-V with the def2-TZVPD basis set

Computed properties:
Kohn-Sham gap   9.400 eV

ORCA input file:
```
! wB97M-V def2-TZVPD RIJCOSX def2/J DEFGRID3
* xyz 0 1
C -0.93954 2.36217 -0.27702
C -1.23906 1.08749 0.71886
C -0.78328 -0.23457 -0.01590
C -0.91646 -1.54046 0.99378
C -2.03799 -0.71050 -1.02153
C 1.68698 -0.18805 0.02394
C 3.10904 -0.69720 -1.94152
H -1.27862 3.35731 0.16895
H 0.17558 2.48721 -0.46289
H -1.40542 2.32265 -1.32843
H -0.09006 1.24075 1.39972
H -2.13249 1.09563 1.44258
H -1.92697 -1.75379 1.13528
H -0.71686 -2.44750 0.33812
H -0.16740 -1.70368 1.75954
H -3.00839 -0.99968 -0.49841
H -1.73348 -1.72918 -1.56974
H -2.16478 0.30399 -1.53185
H 2.68113 0.39786 1.87115
H 0.86045 -0.23294 1.76060
H 3.76510 -0.62033 0.03673
N 0.53108 -0.27632 -0.61656
N 1.93298 -0.26452 1.38074
N 2.85454 -0.62768 -0.60671
N 2.94395 -0.62866 -3.15944
*
```

Quick ranking, most stable first: run 1, run 2.

Run 1
Molecular formula: C5H20N2O5
Method: DFT, ωB97M-V with the def2-TZVPD basis set

Computed properties:
SMILES   C[C@@H](N)CNCC=O.O.O.O.O
Kohn-Sham gap   9.098 eV

ORCA input file:
```
! wB97M-V def2-TZVPD RIJCOSX def2/J DEFGRID3
* xyz 0 1
C -1.84633 0.07421 3.32416
C -0.80795 -0.05514 2.16642
N -0.80863 -1.52643 1.60218
C -1.37551 0.87026 1.04309
N -0.76293 0.41159 -0.27227
C -1.27883 1.28238 -1.39243
C -1.68170 0.43479 -2.57151
O -1.32505 0.84375 -3.64213
H -1.78400 1.12285 3.51197
H -1.37532 -0.68918 4.20117
H -2.86386 -0.04459 3.06275
H 0.16552 0.18116 2.48823
H 0.04571 -1.65288 1.01400
H -1.62354 -1.64028 1.10678
H -0.65269 1.77071 1.32144
H -2.38171 0.91282 1.00245
H 0.17799 0.58230 -0.18576
H -1.96798 2.06996 -1.03512
H -0.41970 1.92279 -1.63627
H -2.16522 -0.53890 -2.34799
O 3.08811 3.34837 -1.04719
H 2.22835 3.13255 -1.00569
H 3.65268 2.61173 -0.95519
O 0.49766 -1.94049 -3.37490
H 0.30468 -1.91497 -2.42834
H 0.01724 -2.74309 -3.76101
O 2.31485 -2.28860 -0.59727
H 2.64077 -2.15725 -1.59268
H 2.53818 -3.18651 -0.35362
O 2.62573 -0.14454 1.17160
H 3.07271 -0.63820 0.39156
H 1.75076 -0.41116 0.79160
*
```

Run 2
Molecular formula: C5H20N2O5
Method: DFT, ωB97M-V with the def2-TZVPD basis set

Computed properties:
SMILES   CCCNC(=O)CN.O.O.O.O
Kohn-Sham gap   10.185 eV

ORCA input file:
```
! wB97M-V def2-TZVPD RIJCOSX def2/J DEFGRID3
* xyz 0 1
C -2.93688 -0.45327 -0.54307
C -3.14401 -1.44082 0.59634
C -1.73838 -2.12056 0.77194
N -1.07243 -2.32643 -0.53019
C 0.24289 -2.02880 -0.83546
O 0.72952 -2.39459 -1.88943
C 1.08793 -1.18805 0.08914
N 2.22685 -0.34541 -0.38448
H -3.63347 0.33405 -0.73387
H -2.00643 0.11860 -0.38312
H -3.01181 -0.99090 -1.50845
H -3.86583 -2.21288 0.28841
H -3.23127 -1.01745 1.61265
H -1.21096 -1.47641 1.44248
H -1.81738 -3.05161 1.33236
H -1.32090 -3.13520 -1.08566
H 0.39823 -0.57278 0.70361
H 1.72375 -1.87895 0.68161
H 2.81190 -0.96988 -0.93750
H 1.76399 0.23419 -1.09902
O 2.97380 2.68809 1.59453
H 3.36553 2.51718 2.44652
H 3.20756 2.01073 0.96202
O -1.27938 4.59037 -1.46205
H -0.46415 4.11029 -1.30345
H -1.50115 4.81728 -0.55608
O -0.19776 1.76784 -1.45973
H -1.05220 1.36240 -1.25610
H 0.21258 1.68439 -0.59172
O 4.57272 0.30393 1.19853
H 3.86895 0.72875 0.71215
H 4.29819 0.33590 2.12709
*
```

Quick ranking, most stable first: run 2, run 1.